Entry 1:
{"formula": "C3H10N3O", "method": "ωB97M-V/def2-TZVPD", "species": ["O", "C", "C", "N", "H", "H", "H", "H", "H", "H", "N", "C", "N", "H", "H", "H", "H"], "coordinates": [[2.287067, 1.174754, -1.503610], [1.528450, 0.577231, -0.792949], [0.377667, -0.187809, -1.425906], [0.620777, -0.262722, -2.890502], [1.492218, 0.622198, 0.297667], [0.334281, -1.210348, -1.029810], [-0.606725, 0.225118, -1.214368], [-0.174168, -0.608979, -3.430250], [0.865634, 0.663949, -3.262820], [1.417244, -0.861526, -3.122899], [-0.729164, 0.709406, 3.331398], [-1.241642, -0.214863, 2.372577], [-0.986419, -0.198381, 1.144662], [-0.291995, 0.227753, 4.110224], [-1.491674, 1.205512, 3.782428], [-1.944567, -0.873092, 2.931791], [-1.456979, -0.988194, 0.702367]], "atomic_forces_ev_per_a": [[0.3, -0.2, 0.0], [-0.9, 0.6, -0.2], [-0.1, -1.1, 0.4], [0.1, 0.2, -0.8], [0.3, -0.1, 0.2], [0.1, 0.2, -0.1], [0.2, 0.4, -0.1], [-0.1, 0.0, 0.2], [0.1, 0.0, 0.2], [0.1, 0.0, 0.2], [0.7, 0.7, -0.6], [-1.0, 0.0, 2.3], [0.4, -0.2, -0.1], [0.1, -0.3, -0.2], [-0.2, 0.1, -0.3], [0.2, -0.5, -1.2], [-0.3, 0.1, 0.1]], "charge": 1, "energy_ha": -359.5235, "spin_multiplicity": 1}

Entry 2:
{"formula": "C4H11NO3", "method": "ωB97M-V/def2-TZVPD", "species": ["C", "C", "O", "C", "N", "C", "O", "H", "H", "H", "H", "H", "H", "H", "H", "H", "O", "H", "H"], "coordinates": [[-0.472432, -2.052661, 0.625231], [0.547467, -1.152776, -0.108555], [0.452571, -1.063803, -1.448828], [0.558770, 0.240987, 0.533325], [1.562316, 1.306669, 0.083517], [2.352789, 1.829050, 1.037994], [2.190013, 1.626942, 2.227495], [-0.361648, -2.056822, 1.701067], [-0.666516, -3.117820, 0.184063], [-1.625860, -1.600179, 0.563616], [1.412337, -1.870939, 0.072056], [-0.340200, -1.035059, -1.910225], [-0.438288, 0.746062, 0.443642], [0.785771, 0.046526, 1.611554], [1.802612, 1.344803, -0.930242], [3.187492, 2.409073, 0.455341], [-3.707995, 1.754291, -1.496861], [-2.849802, 1.427795, -1.676004], [-4.389395, 1.217860, -1.968189]], "atomic_forces_ev_per_a": [[-4.9, 0.3, -1.4], [0.2, -1.6, 2.3], [2.7, -0.1, -2.1], [0.5, 0.9, 1.0], [-1.4, -2.6, -1.0], [1.1, 0.2, -1.1], [0.7, 0.8, -0.6], [0.6, -0.3, 0.1], [1.0, 1.9, 0.8], [2.7, -0.8, -0.1], [0.1, 1.9, -0.1], [-2.6, 0.0, -0.4], [0.6, -0.9, 0.1], [-0.3, 0.7, -0.8], [-0.2, 0.0, 1.5], [-0.9, -0.4, 1.7], [-2.3, 0.2, 0.0], [1.1, -0.8, -0.5], [1.2, 0.5, 0.5]], "charge": 0, "energy_ha": -439.4297, "spin_multiplicity": 1, "smiles": "C[C@@H](O)CNC=O.O"}

Entry 3:
{"formula": "C5H11N", "method": "ωB97M-V/def2-TZVPD", "species": ["C", "C", "C", "C", "C", "N", "H", "H", "H", "H", "H", "H", "H", "H", "H", "H", "H"], "coordinates": [[-1.308624, 2.453074, 1.175367], [-0.985482, 1.181837, 0.437426], [0.178265, 0.735729, -0.018561], [0.210284, -0.454468, -0.945511], [1.339878, -1.432915, -0.512131], [0.996005, -2.850534, -0.351809], [-1.501025, 2.192445, 2.222172], [-2.184719, 2.925323, 0.777666], [-0.423834, 3.088231, 1.191489], [-1.866126, 0.597692, 0.173104], [1.075635, 1.274733, 0.266468], [-0.736780, -0.959277, -1.056646], [0.521629, -0.027683, -1.906155], [1.575967, -1.198994, 0.501051], [2.270186, -1.315066, -1.056757], [0.269469, -3.020999, 0.317108], [0.569264, -3.189135, -1.214279]], "atomic_forces_ev_per_a": [[1.3, -1.1, 0.8], [-0.7, 0.2, -0.3], [-1.3, 0.0, 0.2], [2.3, 0.5, 0.0], [-0.9, -0.6, 1.1], [0.0, -0.4, -1.8], [-0.2, 0.2, 0.0], [-0.3, 0.4, -0.3], [-0.2, 0.4, -0.1], [0.0, 0.0, 0.0], [0.3, -0.1, -0.4], [-0.3, 0.0, 0.1], [-0.4, -0.3, -0.3], [0.5, 0.7, 0.8], [-0.1, -0.1, -0.4], [-0.2, 0.4, 0.7], [0.3, -0.1, 0.0]], "charge": 0, "energy_ha": -251.8215, "spin_multiplicity": 1, "smiles": "C/C=C/CCN"}

Entry 4:
{"formula": "C6H14N3", "method": "ωB97M-V/def2-TZVPD", "species": ["C", "C", "N", "N", "C", "C", "C", "N", "C", "H", "H", "H", "H", "H", "H", "H", "H", "H", "H", "H", "H", "H", "H"], "coordinates": [[2.819042, 0.974510, 0.700414], [1.825473, -0.043007, 0.192165], [2.244660, -1.257260, -0.107990], [0.532038, 0.425969, -0.108905], [-0.481833, -0.369384, -0.827601], [-1.567729, 0.737392, -1.041490], [-2.475074, 0.680147, 0.151317], [-1.837005, -0.237926, 0.991351], [-1.196184, -1.339977, 0.218423], [3.358509, 1.554001, -0.133004], [2.245864, 1.647946, 1.274664], [3.812837, 0.576922, 1.071502], [3.247595, -1.575213, 0.026498], [1.619008, -1.845254, -0.592591], [-0.043432, 0.860442, 0.608653], [-0.009262, -0.618661, -1.711800], [-2.138601, 0.423335, -1.896433], [-1.118617, 1.692897, -1.449862], [-2.427732, 1.753466, 0.648142], [-3.509105, 0.428911, -0.112932], [-2.454531, -0.625735, 1.707722], [-1.896792, -1.997743, -0.446549], [-0.549136, -1.845786, 0.838303]], "atomic_forces_ev_per_a": [[2.1, -0.7, -1.7], [-0.9, 1.5, -0.6], [1.5, 0.7, 0.3], [2.9, -1.9, 0.9], [-0.8, 1.7, 2.8], [0.6, -0.6, -2.9], [-0.3, 3.9, 0.5], [0.4, -2.9, 2.0], [-2.2, 2.5, -4.0], [-1.7, -0.6, 0.4], [0.1, 1.0, 1.1], [-1.7, -0.1, 0.7], [-1.9, 0.8, -0.3], [-0.6, -1.1, -0.4], [1.1, 0.7, 0.7], [0.4, -1.5, -2.0], [-0.4, -0.3, -0.6], [-0.4, -0.8, 1.2], [-0.7, -2.1, -0.7], [0.1, 0.2, 0.0], [0.3, 0.3, -0.1], [1.0, 0.8, 1.6], [1.3, -1.5, 1.2]], "charge": 1, "energy_ha": -401.0024, "spin_multiplicity": 1, "smiles": "CC(=[NH2+])N[C@@H]1CCNC1"}

Entry 5:
{"formula": "C3H7NO2S", "method": "ωB97M-V/def2-TZVPD", "species": ["O", "C", "O", "N", "C", "C", "S", "H", "H", "H", "H", "H", "H", "H"], "coordinates": [[-0.978706, -0.627818, -2.527701], [-1.403498, -0.362751, -1.429190], [-2.523730, 0.540491, -1.479951], [-0.907184, -0.334342, -0.146333], [0.552835, 0.105770, -0.026905], [1.159445, -0.525837, 1.228837], [2.582302, 0.276338, 2.033908], [-3.046325, 0.159663, -2.151213], [-1.422596, 0.401939, 0.338438], [0.561368, 1.178146, 0.178719], [1.183131, -0.073022, -0.900385], [1.655634, -1.596729, 1.159814], [0.322571, -0.665950, 1.910130], [2.264749, 1.524098, 1.811832]], "atomic_forces_ev_per_a": [[0.7, -1.8, 1.5], [-0.8, 4.1, -1.9], [1.0, -1.2, 2.3], [1.8, 0.7, -0.5], [0.2, -0.7, 0.7], [0.9, -2.5, 0.5], [0.0, -0.6, -0.2], [-1.2, -0.2, -1.6], [-0.3, -0.7, 0.0], [-0.2, 0.1, -0.3], [-0.6, -0.2, -0.1], [-1.4, 1.9, -0.6], [0.2, 0.2, 0.4], [-0.3, 1.0, -0.1]], "charge": 0, "energy_ha": -721.9120, "spin_multiplicity": 1, "smiles": "O=C(O)NCCS"}

Entry 6:
{"formula": "C10H16O", "method": "ωB97M-V/def2-TZVPD", "species": ["C", "O", "C", "C", "C", "C", "C", "C", "C", "C", "C", "H", "H", "H", "H", "H", "H", "H", "H", "H", "H", "H", "H", "H", "H", "H", "H"], "coordinates": [[-1.284979, -2.288278, 0.144303], [-0.121863, -1.735729, -0.498710], [-0.011106, -0.316939, -0.605132], [-1.045044, 0.394848, -1.342004], [-1.762153, 1.606644, -0.764876], [-0.933867, 2.379774, 0.177651], [-0.003727, 1.796989, 0.902680], [0.496645, 0.350521, 0.701874], [0.764820, -0.304456, 1.910071], [1.433978, 0.151791, -0.545204], [2.538266, -0.886525, -0.775925], [-1.051451, -3.289772, 0.477479], [-2.181971, -2.478999, -0.691658], [-1.748203, -1.559797, 0.966819], [-1.829242, -0.273817, -1.776801], [-0.484939, 0.813305, -2.344221], [-2.615548, 1.405820, -0.055554], [-2.112496, 2.235437, -1.585500], [-1.034696, 3.414362, 0.410043], [0.588204, 2.314844, 1.740621], [1.319951, 0.354884, 2.577029], [1.418250, -1.235686, 1.964575], [-0.118358, -0.448728, 2.466452], [1.480933, 1.002174, -1.174565], [2.189799, -1.779155, -0.348357], [3.341052, -0.589073, -0.183318], [2.767744, -1.034442, -1.747772]], "atomic_forces_ev_per_a": [[-2.6, 1.9, -1.7], [-0.6, -0.2, 0.2], [0.8, -1.4, 3.4], [-0.5, 1.2, -4.6], [-0.8, 0.4, 0.9], [1.4, 0.2, 0.6], [2.5, -1.2, 1.3], [-0.1, 2.4, -4.5], [2.5, -2.4, 3.4], [-1.6, -0.9, -0.6], [-2.4, 1.6, 3.4], [0.3, 0.1, 0.5], [2.1, 0.7, 2.0], [1.2, -1.7, -1.6], [0.8, 0.1, 0.5], [-1.4, -0.8, 2.1], [0.2, -0.5, -1.3], [-0.2, -0.1, 0.1], [-0.8, 0.7, -0.2], [-1.1, -0.4, -1.4], [0.3, 0.4, 0.0], [-1.2, 0.9, -0.7], [-1.3, -0.7, 0.7], [0.5, 1.1, -0.3], [-0.4, -1.5, 0.4], [1.9, 0.5, 0.6], [0.7, -0.2, -3.2]], "charge": 0, "energy_ha": -465.7409, "spin_multiplicity": 1, "smiles": "CO[C@@]12CCC=C[C@]1(C)[C@H]2C"}

Entry 7:
{"formula": "C3H8N2O2", "method": "ωB97M-V/def2-TZVPD", "species": ["C", "N", "C", "N", "O", "H", "H", "H", "H", "H", "H", "C", "O", "H", "H"], "coordinates": [[-0.196267, -1.195549, -1.174405], [0.488075, -0.640506, -0.267879], [0.864130, 0.767411, -0.513040], [2.272862, 0.974571, -0.346125], [0.238115, 1.574424, 0.425469], [-0.506038, -2.238068, -1.062467], [-0.516325, -0.678077, -2.091246], [0.592620, 1.039414, -1.552689], [2.496352, 0.788710, 0.628322], [2.798927, 0.319804, -0.916554], [-0.703424, 1.331461, 0.495114], [-1.949183, -0.519876, 1.606199], [-2.264411, 0.512073, 1.057310], [-0.895202, -0.818354, 1.736550], [-2.720230, -1.217440, 1.975436]], "atomic_forces_ev_per_a": [[0.1, 0.0, 0.1], [-0.2, -0.1, -0.3], [0.1, 0.0, -0.2], [0.1, -0.2, 0.0], [-0.1, 0.0, 0.0], [0.1, 0.2, 0.0], [0.1, 0.0, 0.1], [0.0, 0.0, 0.2], [0.0, 0.0, -0.1], [-0.1, 0.1, 0.0], [0.1, 0.0, 0.0], [-0.2, 0.2, -0.1], [0.1, -0.5, 0.2], [-0.1, 0.1, 0.0], [0.0, 0.1, 0.0]], "charge": 0, "energy_ha": -379.0463, "spin_multiplicity": 1, "smiles": "C=N[C@H](N)O.C=O"}

Entry 8:
{"formula": "C9H14", "method": "ωB97M-V/def2-TZVPD", "species": ["C", "C", "C", "C", "C", "C", "C", "H", "H", "H", "H", "H", "H", "H", "H", "C", "C", "H", "H", "H", "H", "H", "H"], "coordinates": [[-2.347214, -1.307494, -1.315490], [-1.501564, -0.101340, -0.985076], [-1.724010, 0.764261, 0.069440], [-0.991070, 1.893509, 0.332419], [0.183169, 2.159210, -0.428250], [0.504668, 1.198860, -1.363622], [-0.336203, 0.136996, -1.699201], [-2.651057, -1.233314, -2.356841], [-3.204898, -1.311307, -0.646370], [-1.764259, -2.213941, -1.166629], [-2.622527, 0.630690, 0.675371], [-1.334325, 2.651345, 1.020646], [0.766270, 3.033072, -0.184306], [1.399634, 1.287499, -1.974071], [0.033042, -0.567197, -2.436362], [1.646092, -0.950621, 2.220023], [2.297587, -0.855313, 0.843247], [1.241241, -1.931856, 2.464052], [2.377750, -0.742966, 3.013177], [0.866032, -0.204676, 2.356795], [2.960164, -1.692686, 0.661293], [2.723611, 0.147318, 0.773205], [1.477870, -0.790044, 0.126539]], "atomic_forces_ev_per_a": [[0.2, 0.8, 0.5], [1.1, -0.4, -0.3], [-2.0, 0.1, 0.7], [1.6, 0.9, -1.2], [-1.6, -0.9, 1.2], [0.5, 0.3, -1.2], [0.5, 0.1, 0.5], [-0.2, -0.2, 0.0], [-0.2, -0.2, -0.2], [-0.1, -0.1, -0.1], [0.1, -0.2, -0.1], [0.0, -0.2, 0.4], [0.2, 0.0, -0.3], [0.1, 0.1, 0.2], [-0.3, 0.0, -0.2], [0.6, 0.0, 0.8], [-1.4, 0.7, 0.5], [-0.2, -0.1, -0.2], [0.0, -0.1, -0.1], [-0.2, 0.0, -0.2], [0.3, 0.2, -0.3], [0.7, -0.3, -0.1], [0.2, -0.6, -0.3]], "charge": 0, "energy_ha": -351.3150, "spin_multiplicity": 1, "smiles": "Cc1ccccc1.CC"}